Here is a cluster of 10 separate species, C36H58N10O4 in total from the Open Molecules 2025 dataset. Energies are from the ωB97M-V functional and the def2-TZVPD basis.

Geometry (Å):
C (-1.2847, 3.2281, -3.1116)
C (-2.1091, 3.2468, -1.8397)
O (-2.1845, 2.1792, -1.1487)
N (-2.6392, 4.4253, -1.5433)
C (-3.5387, 4.5409, -0.3981)
H (-0.2997, 2.8102, -2.9038)
H (-1.1758, 4.2276, -3.5325)
H (-1.7258, 2.5713, -3.8614)
H (-2.3476, 5.2944, -1.9671)
H (-3.1436, 3.9032, 0.3927)
H (-4.5162, 4.1203, -0.6339)
H (-3.5964, 5.5419, 0.0295)
C (-0.8125, 0.9705, 6.4550)
C (-0.2579, 1.1638, 5.0598)
O (-0.6559, 0.5224, 4.0932)
N (0.6195, 2.1180, 4.9645)
C (1.4150, 2.5149, 3.8201)
H (-1.4193, 0.0709, 6.5580)
H (-1.4082, 1.7959, 6.8447)
H (-0.0474, 0.7093, 7.1861)
H (0.6519, 2.6690, 5.8103)
H (1.2367, 1.8371, 2.9853)
H (2.4716, 2.5337, 4.0872)
H (1.1547, 3.5389, 3.5526)
C (-3.4501, -2.4446, -0.0101)
C (-2.5515, -3.6588, 0.0319)
O (-3.0112, -4.7578, 0.0699)
N (-1.2403, -3.4075, 0.0182)
C (-0.1972, -4.4374, -0.1122)
H (-4.3685, -2.4971, -0.5947)
H (-3.0336, -1.5028, -0.3672)
H (-3.7936, -2.1794, 0.9898)
H (-0.9102, -2.4692, -0.1574)
H (0.8041, -4.0474, -0.2947)
H (-0.4822, -5.1087, -0.9224)
H (-0.2297, -5.0499, 0.7888)
C (-0.6874, -2.8182, 6.3978)
C (-1.9510, -3.2584, 5.7198)
O (-2.8797, -3.5908, 6.4250)
N (-2.0724, -3.2964, 4.4135)
C (-1.1150, -3.0689, 3.3323)
H (0.1348, -3.5044, 6.1945)
H (-0.8752, -2.5978, 7.4487)
H (-0.3422, -1.8719, 5.9814)
H (-2.9976, -3.4133, 4.0258)
H (-1.5428, -2.2602, 2.7398)
H (-0.9394, -3.9859, 2.7698)
H (-0.1438, -2.8537, 3.7780)
N (5.6402, -0.4935, -3.4840)
C (6.0038, -1.7823, -3.6184)
C (4.9436, -2.4725, -4.0930)
C (3.9210, -1.5796, -4.2311)
C (4.3119, -0.3149, -3.8740)
H (6.2590, 0.2667, -3.2405)
H (7.0048, -2.0876, -3.3516)
H (4.8812, -3.5222, -4.3390)
H (2.9750, -1.8267, -4.6898)
H (3.8007, 0.6362, -3.8943)
N (-1.6956, 0.2736, -7.2531)
C (-1.0384, -0.8700, -6.7852)
C (-0.0083, -0.4611, -6.0242)
C (-0.1080, 0.9074, -5.8007)
C (-1.1741, 1.3556, -6.5947)
H (-2.3474, 0.3655, -8.0192)
H (-1.3550, -1.8453, -7.1243)
H (0.7460, -1.0856, -5.5688)
H (0.5478, 1.5305, -5.2107)
H (-1.5301, 2.3579, -6.7819)
N (1.8772, 5.3255, 0.6977)
C (0.5407, 4.9362, 0.7350)
C (0.5581, 3.5648, 0.7331)
C (1.9366, 3.1028, 0.7396)
C (2.7328, 4.2467, 0.7309)
H (2.2091, 6.2750, 0.6071)
H (-0.3070, 5.6027, 0.6763)
H (-0.3468, 2.9755, 0.7494)
H (2.2658, 2.0770, 0.6639)
H (3.8019, 4.3925, 0.7771)
N (-0.2960, 0.3544, -0.7882)
C (0.1801, -0.3297, 0.3307)
C (1.3190, -1.0484, -0.0443)
C (1.3528, -0.9159, -1.4641)
C (0.3927, -0.0781, -1.8958)
H (-1.1002, 0.9655, -0.7828)
H (-0.2839, -0.1299, 1.2852)
H (1.8939, -1.6512, 0.6431)
H (2.1333, -1.3955, -2.0362)
H (0.0032, 0.2527, -2.8473)
N (3.5225, -0.6317, 5.5490)
C (2.9752, -0.7549, 4.3278)
C (3.9764, -0.9485, 3.3969)
C (5.2105, -0.9003, 4.1288)
C (4.9150, -0.6384, 5.4198)
H (3.0680, -0.4637, 6.4351)
H (1.8978, -0.8010, 4.2674)
H (3.7943, -1.0310, 2.3356)
H (6.1707, -0.9497, 3.6368)
H (5.4670, -0.4039, 6.3179)
N (-2.9723, -0.8196, -4.5582)
C (-3.3939, -0.1782, -3.4061)
C (-4.7145, -0.5005, -3.2206)
C (-5.0063, -1.4420, -4.1448)
C (-3.9898, -1.5722, -5.0800)
H (-2.1108, -0.6455, -5.0557)
H (-2.7992, 0.5479, -2.8718)
H (-5.3763, -0.0908, -2.4719)
H (-5.9858, -1.8963, -4.1692)
H (-3.8012, -2.2066, -5.9335)

Its expectation value of S² is 0.762. For the calculated total energy, the calculation gives -2254.75770 Ha. Its spin multiplicity is 2. The total charge is +1.

Mulliken population analysis, charges in e, atoms 1 to 2: atom 1 (C): -0.544, atom 2 (C): 0.496